{
  "formula": "C44H123N9O13",
  "method": "the ωB97M-V functional and the def2-TZVPD basis",
  "elements": ["C", "C", "O", "H", "H", "H", "H", "H", "H", "C", "C", "O", "H", "H", "H", "H", "H", "H", "C", "C", "O", "H", "H", "H", "H", "H", "H", "C", "C", "O", "H", "H", "H", "H", "H", "H", "C", "C", "C", "O", "C", "N", "H", "H", "H", "H", "H", "H", "H", "H", "H", "H", "H", "C", "C", "C", "O", "C", "N", "H", "H", "H", "H", "H", "H", "H", "H", "H", "H", "H", "C", "C", "C", "O", "C", "N", "H", "H", "H", "H", "H", "H", "H", "H", "H", "H", "H", "C", "C", "C", "O", "C", "N", "H", "H", "H", "H", "H", "H", "H", "H", "H", "H", "H", "C", "C", "C", "O", "C", "N", "H", "H", "H", "H", "H", "H", "H", "H", "H", "H", "H", "C", "C", "C", "O", "C", "N", "H", "H", "H", "H", "H", "H", "H", "H", "H", "H", "H", "C", "C", "C", "O", "C", "N", "H", "H", "H", "H", "H", "H", "H", "H", "H", "H", "H", "C", "C", "C", "O", "C", "N", "H", "H", "H", "H", "H", "H", "H", "H", "H", "H", "H", "C", "C", "C", "O", "C", "N", "H", "H", "H", "H", "H", "H", "H", "H", "H", "H", "H"],
  "positions_angstrom": [[6.271289, -1.551755, -1.355064], [5.367829, -0.437945, -1.784794], [4.387699, -0.204905, -0.827454], [6.582639, -1.511395, -0.311264], [7.094899, -1.694385, -2.054654], [5.752149, -2.510015, -1.373614], [5.013489, -0.697725, -2.782314], [5.876709, 0.493335, -2.033524], [4.829459, -0.065345, 0.013366], [1.597889, 2.418585, -5.828304], [1.532169, 1.440335, -4.626864], [2.851369, 1.463905, -4.041424], [2.362119, 2.249815, -6.586964], [1.693059, 3.474005, -5.573074], [0.674039, 2.431105, -6.406614], [1.194359, 0.488135, -5.035914], [0.800429, 1.782685, -3.895104], [2.874649, 0.878835, -3.280674], [4.298609, -4.292945, -3.994884], [3.207099, -4.301605, -2.966584], [2.173549, -3.485465, -3.464064], [5.254379, -4.597055, -3.568114], [4.531389, -3.326575, -4.442144], [4.084689, -5.044645, -4.754684], [3.559349, -3.960925, -1.992954], [2.895119, -5.335675, -2.820034], [2.129269, -3.634135, -4.411454], [-2.059711, -4.596185, 0.261186], [-2.929991, -5.375685, -0.790904], [-4.207071, -4.804835, -0.728604], [-2.220191, -3.518445, 0.289796], [-1.004501, -4.767665, 0.048526], [-2.307201, -5.040505, 1.225246], [-3.026701, -6.420985, -0.497474], [-2.558401, -5.301475, -1.812914], [-4.656151, -5.184725, -1.487294], [-0.845591, -1.342195, 3.343326], [-1.402121, 0.097375, 3.424366], [-2.123961, 0.469085, 4.716986], [-3.006121, 1.507395, 4.411636], [-3.896591, 1.956125, 5.362416], [-0.243831, 0.965205, 3.189606], [-0.166111, -1.614925, 4.150796], [-0.436491, -1.624665, 2.373296], [-1.764501, -1.927725, 3.314056], [-2.116781, 0.197415, 2.607456], [-1.399041, 0.728045, 5.488696], [-2.617301, -0.454575, 5.019556], [-3.376311, 2.158805, 6.298546], [-4.690221, 1.218105, 5.478916], [-4.406951, 2.831945, 4.961706], [-0.431221, 1.920835, 2.921746], [0.037449, 0.563405, 2.306696], [1.786089, 3.595385, 1.526106], [1.904799, 3.866845, 3.065976], [3.333999, 4.230135, 3.567486], [4.170539, 3.053835, 3.485326], [5.319829, 3.186575, 4.374936], [0.919289, 4.871575, 3.392536], [1.976599, 4.544005, 1.024186], [0.764409, 3.243995, 1.381866], [2.482989, 2.833355, 1.177186], [1.656579, 2.886725, 3.473226], [3.255979, 4.572125, 4.599496], [3.804909, 5.027245, 2.992186], [5.795519, 4.154985, 4.220006], [6.075639, 2.429245, 4.166846], [5.048769, 3.198745, 5.430626], [0.653289, 4.983005, 4.360486], [0.027479, 4.474725, 3.133116], [-5.749031, -0.382205, -5.559114], [-4.822321, -1.223405, -6.434654], [-3.353331, -0.967955, -6.093064], [-3.121321, -1.403425, -4.724384], [-1.747401, -1.615845, -4.330954], [-5.204181, -2.593695, -6.090324], [-5.609361, 0.661615, -5.840274], [-5.478071, -0.470345, -4.507014], [-6.780381, -0.727375, -5.631774], [-4.984611, -0.977675, -7.484124], [-3.131951, 0.099245, -6.079974], [-2.702451, -1.437525, -6.830604], [-1.156071, -0.703125, -4.404204], [-1.208301, -2.273325, -5.013004], [-1.665721, -1.890725, -3.279344], [-4.842961, -3.200505, -6.812414], [-4.574621, -2.718925, -5.310544], [-2.382601, 5.689295, 1.970746], [-2.821991, 4.308125, 2.459506], [-3.195141, 3.349115, 1.327826], [-4.305331, 3.923905, 0.679576], [-5.115741, 3.060915, -0.062244], [-1.774561, 3.749475, 3.348156], [-1.585971, 5.644895, 1.228106], [-2.054031, 6.328895, 2.789926], [-3.194401, 6.271955, 1.535326], [-3.740101, 4.465845, 3.025456], [-3.434251, 2.363915, 1.728236], [-2.338921, 3.241345, 0.661976], [-5.588851, 2.315475, 0.576966], [-4.482281, 2.565705, -0.798184], [-5.836241, 3.647455, -0.632284], [-1.784851, 4.341125, 4.166656], [-2.201451, 2.942295, 3.779816], [1.132219, -1.910585, -0.435674], [1.015989, -0.750145, -1.382014], [0.983109, 0.557455, -0.646134], [-0.068561, 0.583405, 0.287126], [-1.307251, 0.961565, -0.215074], [2.139289, -0.792015, -2.322994], [2.015669, -1.925135, 0.202616], [0.970699, -2.778525, -1.074964], [0.249629, -1.932375, 0.203596], [0.116669, -0.868015, -1.986514], [0.878479, 1.386985, -1.345454], [1.930519, 0.705415, -0.127844], [-1.284971, 1.902835, -0.764264], [-1.949301, 1.007015, 0.664586], [-1.782241, 0.262255, -0.903154], [2.115689, -1.755645, -2.624574], [2.947179, -0.725885, -1.720464], [3.243299, -0.697285, 3.443886], [4.746629, -0.490065, 3.191806], [5.583359, -1.819785, 2.808596], [6.982979, -1.588575, 2.953996], [7.673509, -2.658305, 2.326586], [5.071419, 0.399095, 2.090426], [2.700739, 0.170035, 3.820026], [3.043889, -1.612845, 4.000746], [2.842439, -0.847825, 2.441516], [5.171569, 0.026035, 4.052716], [5.244689, -2.228285, 1.856476], [5.316539, -2.557145, 3.565696], [8.729589, -2.412495, 2.437816], [7.450289, -2.782705, 1.266956], [7.464669, -3.603465, 2.827746], [6.074539, 0.515715, 2.074686], [4.630479, 1.252215, 2.403256], [-5.358431, -0.527635, 3.003836], [-6.115801, -1.290615, 1.888566], [-5.356691, -1.731865, 0.630396], [-4.934991, -0.613465, -0.103744], [-4.223111, -0.959665, -1.297984], [-6.732861, -2.445225, 2.509566], [-5.990361, -0.182405, 3.822126], [-5.021411, 0.385565, 2.513336], [-4.500161, -1.039805, 3.438756], [-6.934741, -0.703095, 1.473536], [-5.934971, -2.411245, 0.004176], [-4.456111, -2.291555, 0.882996], [-4.211091, -0.053025, -1.902934], [-4.684221, -1.711795, -1.938124], [-3.195161, -1.252855, -1.084814], [-7.032811, -2.190115, 3.439646], [-5.858801, -2.932775, 2.645216], [-4.219621, 6.983735, -3.181304], [-4.028651, 5.924945, -2.045784], [-2.552441, 5.770325, -1.645924], [-1.732001, 5.369435, -2.780534], [-0.531381, 4.747965, -2.356784], [-4.793131, 6.426965, -0.903944], [-5.216911, 7.056595, -3.615114], [-3.710931, 6.718955, -4.108254], [-3.862951, 7.959215, -2.850664], [-4.378591, 4.948535, -2.380854], [-2.598321, 5.002265, -0.873864], [-2.089251, 6.671105, -1.243244], [0.287109, 4.780365, -3.075894], [-0.746681, 3.692835, -2.188134], [-0.046461, 5.172185, -1.477584], [-5.792941, 6.436495, -1.046744], [-4.697111, 5.666855, -0.245834], [5.689149, -6.439985, 0.308786], [5.353719, -5.302075, 1.266766], [3.920219, -4.734785, 1.050526], [2.949639, -5.817345, 1.273376], [1.611029, -5.385015, 1.006996], [5.598079, -5.855005, 2.575596], [5.251809, -7.421045, 0.494136], [6.769259, -6.566695, 0.235156], [5.318989, -6.206375, -0.689464], [6.030179, -4.464005, 1.099016], [3.876549, -4.295515, 0.053916], [3.690029, -3.922115, 1.739496], [0.859649, -6.004935, 1.496126], [1.507899, -5.317225, -0.075994], [1.444159, -4.336385, 1.253236], [4.841629, -6.512625, 2.699766], [6.424589, -6.433475, 2.527156]],
  "forces_ev_per_angstrom": [[0.18, -1.05, -0.13], [1.51, 0.22, -1.04], [-0.96, 0.15, 0.42], [0.53, 0.59, 0.00], [0.31, 0.25, 0.31], [-0.44, -0.08, -0.22], [-1.13, -0.17, 0.27], [0.49, 0.15, 0.44], [0.04, 0.07, 0.16], [-0.73, 0.50, -0.12], [1.19, 1.39, -0.97], [-0.52, 0.11, -0.67], [0.31, -0.57, 0.43], [0.27, -0.07, 0.59], [-0.34, -0.41, 0.13], [0.39, -0.46, 0.35], [-0.18, 0.06, 0.01], [-0.47, -0.52, 0.09], [1.48, -0.69, 0.05], [0.57, -0.15, -0.49], [-0.87, 0.02, 0.57], [0.08, -0.26, 0.17], [-0.52, 0.13, 0.00], [-0.04, 0.26, -0.31], [-0.27, 0.52, -0.05], [-0.32, -0.11, 0.10], [-0.13, 0.06, -0.12], [-0.21, -1.30, -0.82], [0.81, 1.06, 1.17], [-0.78, 0.23, -0.41], [-0.32, -0.10, -0.26], [0.10, -0.07, 0.12], [0.15, 0.30, 0.17], [0.50, -0.21, -0.05], [0.40, -0.01, 0.00], [-0.63, 0.19, 0.06], [-1.71, 0.12, 0.07], [1.20, 0.48, -0.01], [0.35, -1.35, -0.52], [0.55, -0.08, -1.29], [-0.79, -0.28, 0.50], [0.57, -0.55, -0.48], [-0.17, -0.01, 0.02], [0.49, 0.67, -0.07], [0.08, -0.71, 0.71], [-0.43, -0.05, 0.00], [0.08, 0.25, 0.15], [-0.64, 0.06, 0.43], [-0.27, 0.16, 0.26], [-0.05, -0.21, 0.53], [0.31, 0.25, 0.12], [-0.69, 0.36, 0.39], [0.93, 0.31, -0.30], [0.37, 0.72, 1.32], [0.76, -0.81, -0.64], [-0.97, -0.47, -0.55], [1.05, -0.25, 0.98], [-0.59, 0.80, -0.62], [-0.34, 0.51, -0.12], [-0.19, -0.12, -0.34], [0.01, 0.09, -0.40], [0.05, -0.01, 0.05], [0.16, -0.21, 0.69], [0.06, -0.13, 0.21], [-0.09, 0.11, -0.18], [0.12, 0.09, -0.28], [-0.24, -0.22, -0.05], [-0.32, -0.44, 0.02], [1.17, 0.00, 0.78], [-0.33, -0.05, -1.04], [0.46, 0.66, -0.11], [-0.70, 0.25, 1.08], [0.21, 0.63, 0.93], [0.83, -0.65, -0.09], [-0.33, 1.07, -0.91], [0.69, -0.13, -0.73], [-0.46, 0.22, 0.12], [0.16, -0.11, 0.02], [0.09, 0.25, -0.33], [-0.03, -0.19, -0.07], [-0.01, 0.24, -0.37], [0.24, -0.40, 0.20], [-0.17, 0.59, -0.05], [-0.28, -0.66, 0.15], [-0.49, -0.49, -0.19], [0.00, -0.44, -0.17], [-0.20, -0.84, 0.62], [-0.26, 0.27, -0.21], [0.06, 0.68, 0.12], [0.20, 0.58, 0.50], [0.03, 0.73, 0.47], [0.55, -0.46, -0.52], [-0.80, 0.11, -0.28], [0.15, -0.12, 0.08], [0.27, -0.25, 0.24], [-0.19, -0.32, -0.24], [-0.28, -0.07, 0.12], [-0.17, -0.21, 0.14], [0.04, 0.01, -0.31], [-0.19, -0.08, -0.07], [-0.08, -0.46, -0.21], [-0.13, 0.04, 0.33], [0.38, 0.73, 0.12], [0.15, -0.80, -0.29], [-1.80, -0.54, 0.09], [0.61, 0.18, -0.34], [-0.18, 0.30, -0.43], [0.82, -0.12, 0.31], [-0.96, -0.05, -0.03], [-0.42, 0.21, 0.41], [0.26, -0.06, -0.32], [0.75, -0.52, 0.29], [0.00, 0.08, 0.37], [-0.32, 0.05, 0.14], [0.02, 0.21, -0.18], [0.04, -0.02, 0.29], [0.17, 0.36, 0.24], [-0.16, 0.29, -0.26], [0.31, -0.45, -0.07], [0.34, -0.09, -0.79], [0.19, 0.00, -0.10], [0.37, -0.01, -1.30], [0.39, -2.30, -2.39], [-0.45, 0.62, 2.61], [-1.72, 0.32, -1.15], [1.18, -0.11, 0.29], [-0.35, 0.26, 3.68], [0.24, 0.00, 0.33], [0.17, 0.28, 0.24], [-0.38, -0.23, -0.09], [0.76, 0.05, 0.61], [0.30, 0.36, -0.42], [-0.27, -0.24, 0.05], [-0.04, -0.19, -0.08], [-0.19, 0.30, -0.07], [-0.08, -0.05, 0.14], [0.81, -0.26, -0.97], [-0.99, 1.73, -1.27], [0.18, 1.17, -1.74], [-0.95, 0.71, 0.29], [0.85, -0.15, 0.63], [0.07, 0.24, -0.88], [-0.35, 0.86, 0.15], [0.65, -0.95, -0.61], [-0.37, -0.34, -0.11], [0.55, 0.27, 0.27], [0.02, -0.30, -0.24], [0.05, 0.67, 0.24], [-0.48, 0.04, 0.13], [0.26, -0.42, 0.42], [0.19, 0.09, 0.05], [-0.32, -0.32, 0.38], [0.07, -0.23, 0.15], [-0.19, 0.03, 0.10], [-0.24, -1.43, 0.68], [0.48, -0.89, -0.58], [-0.34, 2.10, -1.78], [-0.03, -0.30, -0.79], [-0.17, 0.22, 0.76], [0.05, -0.40, -0.05], [0.63, -0.87, 0.77], [-0.53, 0.08, 0.89], [0.78, -0.14, 0.24], [-0.15, -0.03, 0.04], [0.02, -0.22, -0.21], [0.58, -0.23, 0.12], [-0.37, 0.22, 0.22], [-0.51, 0.23, -0.70], [0.13, -0.26, 0.32], [-0.51, 0.26, 0.47], [-0.12, 0.27, -0.72], [0.07, 0.15, 0.90], [-0.19, 0.50, -1.84], [-0.58, -0.81, -0.67], [-0.02, -1.76, 0.90], [0.64, 1.42, -0.06], [0.74, 0.65, -0.78], [-0.62, 0.71, 1.25], [-0.18, 0.25, 0.69], [0.05, -0.01, 0.04], [0.21, 0.11, -0.40], [0.09, 0.05, -0.18], [-0.24, -0.30, -0.33], [0.02, 0.06, 0.37], [0.36, -0.15, -0.16], [-0.46, -0.65, -0.30], [0.09, 0.16, 0.83], [-0.22, -0.19, 0.51], [0.23, 0.03, 0.09]],
  "mulliken_spin": [-0.0006, -0.0035, 0.0098, 0.0024, -0.0001, 0.0009, 0.0061, 0.0002, -0.0115, 0.0001, 0.0001, 0.0007, 0.0000, 0.0000, 0.0000, -0.0002, 0.0002, -0.0011, -0.0001, 0.0003, 0.0001, 0.0000, -0.0001, 0.0000, 0.0000, 0.0000, 0.0000, -0.0002, 0.0000, 0.0000, 0.0001, 0.0001, -0.0001, 0.0000, 0.0000, 0.0000, 0.0008, 0.0042, -0.0025, -0.0007, 0.0001, 0.0004, -0.0002, -0.0007, 0.0001, -0.0015, -0.0002, 0.0000, 0.0000, -0.0001, 0.0000, 0.0001, 0.0004, 0.0028, -0.0012, 0.0012, 0.0044, -0.0022, 0.0012, 0.0003, -0.0006, -0.0019, -0.0004, 0.0011, -0.0002, -0.0001, 0.0015, -0.0007, -0.0001, -0.0002, -0.0001, 0.0001, -0.0001, 0.0001, 0.0004, 0.0000, 0.0000, 0.0001, 0.0000, -0.0001, 0.0000, 0.0000, 0.0001, 0.0001, -0.0006, 0.0000, 0.0000, 0.0002, -0.0006, 0.0009, -0.0003, -0.0001, -0.0001, 0.0000, 0.0000, 0.0000, 0.0000, -0.0001, -0.0003, 0.0000, 0.0000, 0.0000, 0.0000, 0.0001, 0.0020, -0.0078, -0.0078, 0.0038, -0.0092, 0.0173, 0.0012, -0.0001, 0.0001, 0.0065, 0.0004, 0.0075, 0.0036, 0.0038, 0.0024, -0.0016, 0.0042, 0.0544, -0.0085, 0.0227, 0.0459, 0.0015, 0.6806, -0.0013, -0.0050, 0.0089, 0.1295, 0.0255, 0.0097, -0.0006, 0.0024, 0.0011, -0.0018, -0.0042, 0.0001, 0.0001, 0.0004, -0.0001, -0.0001, 0.0000, -0.0001, 0.0000, -0.0001, 0.0000, 0.0000, -0.0005, 0.0000, 0.0001, 0.0000, 0.0000, 0.0000, 0.0000, 0.0003, 0.0012, 0.0000, -0.0002, 0.0000, 0.0000, 0.0000, 0.0000, 0.0001, -0.0012, 0.0001, 0.0000, 0.0002, 0.0001, 0.0000, 0.0000, 0.0008, 0.0022, -0.0026, 0.0003, 0.0000, 0.0023, 0.0001, 0.0000, -0.0001, -0.0003, 0.0004, 0.0006, 0.0000, 0.0000, -0.0002, 0.0000, 0.0000],
  "e_homo_ha": [-0.385, -0.385],
  "charge": 1,
  "s2": 0.75,
  "e_lumo_ev": [-2.3, -8.4],
  "homo_lumo_gap_ha": [0.3019, 0.0750],
  "multiplicity": 2,
  "e_above_lowest_kcal_mol": 20.6
}